17 unconnected molecules or ions with the total composition C41H70N17O2Si in a non-equilibrium geometry, computed with ωB97M-V/def2-TZVPD.

The geometry in XYZ format:
```
131
Properties=species:S:1:pos:R:3:forces:R:3
C -1.516524 0.212051 -5.493357 0.440 0.061 0.286
Si 0.353188 0.173762 -5.269002 -0.316 0.056 -1.520
C 0.919913 1.970562 -5.118789 -0.092 -0.120 0.304
C 1.066258 -0.563864 -6.860113 0.294 -0.162 1.100
O 0.890187 -0.836248 -4.011867 -0.726 0.540 -0.500
C 0.212453 -0.614184 -2.802948 0.606 -0.099 1.003
C 0.958689 -1.438617 -1.729623 -0.754 -0.636 -0.645
C 0.284944 -2.830695 -1.623465 1.764 1.048 -0.659
C 1.315319 -3.904550 -1.286873 -0.397 -0.359 1.002
O 0.769869 -5.224513 -1.208527 -0.119 0.265 0.030
C -0.633221 -5.214598 -1.077192 0.000 0.327 -0.074
C -1.145955 -4.130268 -0.110951 -0.173 -0.417 -0.209
N -0.806487 -2.744848 -0.611594 -0.032 -1.048 -0.642
H -1.681611 0.677489 -6.468924 0.037 -0.064 -0.075
H -1.969630 -0.778049 -5.522319 -0.089 -0.031 0.053
H -2.030070 0.855567 -4.778892 -0.054 -0.140 0.180
H 0.096310 2.657784 -4.919077 -0.174 -0.160 0.100
H 1.662481 2.141266 -4.337883 0.158 -0.046 -0.069
H 1.326861 2.293180 -6.078230 0.197 -0.097 0.004
H 0.786920 0.039377 -7.718798 0.020 0.020 -0.106
H 2.153893 -0.620310 -6.769171 0.065 0.198 -0.210
H 0.746381 -1.596350 -6.999322 -0.249 0.024 -0.104
H 0.183862 0.443918 -2.529686 0.100 0.099 -0.018
H -0.834703 -0.945295 -2.833634 -0.075 0.068 -0.271
H 1.957694 -1.641242 -2.105741 0.220 0.434 0.097
H 1.002982 -0.933368 -0.766458 0.107 -0.016 0.169
H -0.127293 -3.037040 -2.608329 -0.440 -0.168 0.109
H 1.765363 -3.692205 -0.307937 0.085 0.200 -0.012
H 2.119410 -3.937335 -2.013506 -0.078 0.278 -0.268
H -1.093911 -5.086330 -2.061102 -0.116 0.147 -0.034
H -0.924827 -6.204056 -0.738509 -0.095 0.008 0.349
H -0.715857 -4.226774 0.879459 -0.053 -0.202 0.156
H -2.229436 -4.192896 -0.088254 -0.071 -0.057 0.379
H -1.627951 -2.360158 -1.075233 -0.086 0.274 -0.061
H -0.521286 -2.107015 0.132173 -0.077 0.002 0.294
C 1.418813 -2.865623 3.222926 0.293 -0.427 0.222
C 0.743551 -1.669633 2.759579 0.198 -0.175 0.096
N 0.219385 -0.724066 2.378899 -0.321 0.135 -0.429
H 2.479244 -2.684515 3.392321 -0.023 0.193 -0.034
H 0.991392 -3.226811 4.156559 -0.116 0.071 -0.019
H 1.332919 -3.671311 2.494575 -0.089 0.001 -0.003
C -0.064412 3.501661 -1.305503 0.286 0.165 0.210
C -1.224814 2.920135 -1.963834 0.343 0.184 0.153
N -2.124606 2.454650 -2.498460 -0.255 -0.264 -0.152
H 0.864025 3.098279 -1.708425 -0.066 -0.069 -0.100
H -0.037049 4.581847 -1.436493 -0.125 0.006 -0.057
H -0.072737 3.301794 -0.235793 -0.145 -0.043 -0.001
C 0.394560 4.897610 2.791138 -0.426 0.041 0.210
C 1.513114 4.574635 1.924055 -0.366 0.070 0.315
N 2.389534 4.295388 1.241758 0.364 -0.133 -0.336
H 0.522905 4.468626 3.783639 0.135 0.015 -0.192
H 0.281356 5.973201 2.915551 0.146 0.036 -0.068
H -0.541942 4.517119 2.387338 0.185 0.075 -0.198
C -4.452558 -3.327204 -6.409742 -0.063 -0.423 0.232
C -4.376027 -2.104321 -7.191693 -0.024 -0.452 0.311
N -4.308089 -1.136152 -7.794101 0.020 0.510 -0.318
H -3.898142 -4.137293 -6.881628 0.041 0.106 -0.150
H -4.039110 -3.181746 -5.413743 0.045 0.213 -0.131
H -5.483188 -3.660713 -6.293408 -0.069 0.141 -0.133
C -4.459875 -5.141498 -2.465004 -0.239 -0.263 0.112
C -3.623836 -4.045660 -2.933714 -0.314 -0.434 0.246
N -2.959121 -3.188964 -3.302383 0.478 0.343 0.192
H -4.989867 -4.869818 -1.553192 0.026 0.146 -0.022
H -5.204618 -5.413330 -3.211352 0.043 0.098 -0.090
H -3.863974 -6.028643 -2.253705 0.118 0.057 -0.074
C 1.652627 -7.724981 1.013147 0.204 -0.272 -0.241
C 0.990554 -6.859610 1.983251 0.093 -0.145 -0.150
N 0.467234 -6.178299 2.746213 -0.022 0.162 -0.183
H 1.637773 -7.285482 0.015730 -0.097 0.195 0.087
H 2.695588 -7.900508 1.277470 -0.025 0.083 0.178
H 1.166377 -8.697052 0.946513 -0.122 0.039 0.181
C 3.797615 4.824972 5.671501 0.257 0.197 0.189
C 2.344634 4.842925 5.723818 0.485 0.075 0.097
N 1.200871 4.862418 5.763191 -0.341 -0.060 0.252
H 4.225866 5.542138 6.371578 -0.197 0.072 0.052
H 4.190287 3.845279 5.921142 -0.155 -0.103 -0.025
H 4.156317 5.077853 4.677660 -0.169 -0.024 -0.093
C -2.509230 1.723393 2.923525 -0.034 -0.409 0.138
C -2.501168 2.942978 2.131849 -0.114 -0.441 0.272
N -2.484139 3.913237 1.524968 -0.032 0.276 -0.368
H -1.936432 0.933537 2.439063 0.095 0.126 -0.094
H -2.074105 1.889043 3.906999 -0.005 0.135 -0.014
H -3.521986 1.354039 3.074225 -0.076 0.166 0.003
C -1.777200 2.240448 7.359189 0.255 0.544 0.124
C -2.902881 1.590788 6.706307 0.341 0.181 0.259
N -3.789231 1.078465 6.192386 -0.247 -0.217 -0.245
H -0.830852 1.873489 6.971319 -0.060 -0.136 -0.064
H -1.800250 3.320135 7.209178 -0.182 -0.021 -0.131
H -1.783724 2.056144 8.430583 -0.120 -0.096 0.002
C 7.317607 4.358312 3.273025 0.237 0.252 -0.170
C 6.358942 3.473123 3.917756 0.375 0.203 -0.271
N 5.602250 2.779098 4.421979 -0.122 -0.382 0.104
H 8.066896 3.791772 2.723459 -0.059 -0.127 0.037
H 6.823475 5.025375 2.568314 -0.136 -0.069 0.022
H 7.838054 4.973858 4.004761 -0.066 -0.066 0.111
C 4.154524 3.591940 -4.941561 -0.351 -0.132 0.021
C 5.496608 4.144321 -5.055474 -0.484 -0.191 0.049
N 6.550911 4.577177 -5.142517 0.461 0.169 -0.027
H 3.987228 2.804077 -5.673842 0.141 0.019 -0.067
H 3.987409 3.164477 -3.954078 0.154 0.045 0.057
H 3.395737 4.356290 -5.101360 0.104 0.106 -0.032
C -2.701725 -1.713607 9.378082 -0.327 -0.223 0.147
C -1.607552 -0.909220 8.859847 -0.345 -0.241 0.195
N -0.751705 -0.264312 8.459746 0.473 -0.014 -0.129
H -3.199492 -2.260208 8.579088 0.084 0.072 -0.111
H -2.344551 -2.439224 10.106653 0.144 0.056 -0.006
H -3.446665 -1.089323 9.868526 0.095 0.148 -0.025
C 5.434391 -5.860632 -0.400439 0.002 0.304 -0.230
C 5.356764 -7.029919 0.463288 0.096 0.335 -0.252
N 5.304926 -7.949821 1.142019 -0.154 -0.277 0.221
H 5.101985 -4.963988 0.120784 0.004 -0.070 0.134
H 6.455059 -5.688197 -0.736719 0.050 -0.112 0.070
H 4.810855 -5.983500 -1.285051 -0.020 -0.148 0.028
C -4.283674 5.235580 -3.738117 0.023 -0.417 0.210
C -4.200459 6.463852 -4.513465 -0.031 -0.428 0.268
N -4.134488 7.435455 -5.112635 0.034 0.422 -0.234
H -3.747405 4.422076 -4.223994 0.031 0.108 -0.168
H -3.857972 5.361104 -2.743512 0.027 0.171 -0.026
H -5.316256 4.914950 -3.611489 -0.064 0.133 -0.095
C 1.145313 1.600927 11.290778 0.403 0.010 -0.004
C -0.308096 1.624952 11.338524 0.478 -0.009 -0.038
N -1.451021 1.643231 11.370298 -0.509 -0.018 -0.027
H 1.572961 2.335692 11.970754 -0.137 0.043 0.050
H 1.530981 0.623052 11.572958 -0.136 -0.058 0.014
H 1.507548 1.823496 10.288663 -0.154 -0.005 -0.065
C -4.699407 2.420915 -9.035415 -0.181 -0.267 -0.300
C -4.195870 3.294191 -7.985276 -0.202 -0.299 -0.363
N -3.804692 3.984209 -7.161095 0.196 0.206 0.416
H -4.999885 1.451521 -8.639940 0.102 0.031 0.166
H -5.564460 2.857877 -9.531574 0.019 0.161 0.095
H -3.940645 2.241905 -9.795047 0.106 0.084 0.071
```
Positions in Å, forces in eV/Å.

Results
Lowest unoccupied orbital energy in eV: -2.6
Calculated total energy in hartree: -2974.7672
Highest occupied orbital energy in eV: -12.170
Charge: +1

Mulliken atomic charge list, values in e, 4 entries: -0.843, 0.438, -0.933, -1.144